(1)
{"formula": "C5H8N", "method": "wB97M-V/def2-TZVPD", "relative_energy_kcal_mol": 86.6, "gap_ev": 10.9896, "charge": 1, "species": ["C", "C", "C", "C", "C", "N", "H", "H", "H", "H", "H", "H", "H", "H"], "coordinates": [[-1.986, -0.300, -0.193], [-1.159, -1.104, 0.505], [-0.893, 0.531, -0.703], [0.081, -0.287, 0.039], [1.652, -0.434, -0.282], [-0.305, 1.118, 0.481], [-3.038, -0.119, -0.168], [-1.294, -1.943, 1.208], [-0.599, 0.898, -1.746], [2.107, 0.119, 0.490], [1.711, 0.010, -1.312], [2.143, -1.460, -0.285], [0.489, 1.740, 0.498], [-0.997, 1.194, 1.240]]}



(2)
{"formula": "C5H8N", "method": "wB97M-V/def2-TZVPD", "relative_energy_kcal_mol": 130.6, "gap_ev": 9.2173, "charge": 1, "species": ["C", "C", "C", "C", "C", "N", "H", "H", "H", "H", "H", "H", "H", "H"], "coordinates": [[-0.049, -1.138, -1.950], [0.832, -0.140, -1.874], [0.389, -0.944, 1.228], [0.055, -0.435, -0.694], [-0.409, 1.433, 0.878], [-0.549, 0.011, 0.527], [-0.497, -1.933, -2.494], [1.578, 0.473, -2.317], [0.004, -1.902, 1.498], [1.271, -0.512, 1.638], [-0.900, 2.064, 0.140], [-0.846, 1.613, 1.859], [0.651, 1.683, 0.929], [-1.530, -0.274, 0.632]]}



(3)
{"formula": "C5H8N", "method": "wB97M-V/def2-TZVPD", "relative_energy_kcal_mol": 145.2, "gap_ev": 10.0152, "charge": 1, "species": ["C", "C", "C", "C", "C", "N", "H", "H", "H", "H", "H", "H", "H", "H"], "coordinates": [[-0.238, -2.883, 0.065], [-0.058, -1.615, -0.047], [-0.654, -0.258, 0.355], [0.543, -0.284, -0.439], [-2.037, 0.232, -0.123], [1.973, -0.293, 0.032], [-0.686, -0.170, 1.528], [0.604, 0.012, -1.445], [-2.740, -0.287, 0.404], [-2.306, 0.341, -1.207], [-2.047, 1.214, 0.149], [2.447, -0.942, -0.598], [1.811, -0.715, 0.970], [2.364, 0.696, 0.094]]}



(4)
{"formula": "C5H8N", "method": "wB97M-V/def2-TZVPD", "relative_energy_kcal_mol": 76.1, "gap_ev": 9.2867, "charge": 1, "species": ["C", "C", "C", "C", "C", "N", "H", "H", "H", "H", "H", "H", "H", "H"], "coordinates": [[-0.342, 0.869, 0.046], [0.644, -0.136, 0.298], [-2.103, 0.566, -1.601], [1.387, -0.835, -0.527], [0.764, -0.284, 1.756], [-1.342, 0.814, -0.676], [-0.293, 1.724, 0.643], [-1.773, 0.587, -2.690], [-2.999, 0.018, -1.515], [1.472, -0.908, -1.619], [2.173, -1.553, -0.211], [1.287, -1.251, 1.780], [-0.226, -0.147, 2.116], [1.351, 0.537, 2.199]]}



(5)
{"formula": "C5H8N", "method": "wB97M-V/def2-TZVPD", "relative_energy_kcal_mol": 85.8, "gap_ev": 10.4016, "charge": 1, "species": ["C", "C", "C", "C", "C", "N", "H", "H", "H", "H", "H", "H", "H", "H"], "coordinates": [[0.986, -1.315, 0.196], [-1.815, 0.462, 0.640], [-2.120, -0.589, -0.068], [-0.929, 0.213, -0.476], [1.479, 0.859, -0.062], [0.470, -0.165, -0.097], [1.987, -1.277, 0.308], [-1.976, 1.135, 1.475], [0.368, -2.222, 0.137], [-2.794, -1.398, -0.397], [-0.787, 0.829, -1.367], [2.489, 0.501, 0.272], [1.212, 1.692, 0.561], [1.431, 1.275, -1.123]]}



(6)
{"formula": "C5H8N", "method": "wB97M-V/def2-TZVPD", "relative_energy_kcal_mol": 114.0, "gap_ev": [9.9921, 7.1955], "charge": 1, "spin_multiplicity": 3, "species": ["C", "C", "C", "C", "C", "N", "H", "H", "H", "H", "H", "H", "H", "H"], "coordinates": [[-0.791, 1.028, 0.437], [0.253, 1.543, -0.480], [0.936, -0.945, 0.858], [-0.432, -1.268, -0.852], [0.203, 0.009, -0.164], [0.893, -1.388, -0.458], [-0.707, 1.200, 1.501], [-1.811, 0.971, 0.085], [-0.022, 1.825, -1.485], [1.108, 2.069, -0.083], [1.929, -0.690, 1.216], [0.266, -1.363, 1.607], [-1.232, -1.712, -0.258], [-0.594, -1.279, -1.925]]}



(7)
{"formula": "C5H8N2", "method": "wB97M-V/def2-TZVPD", "relative_energy_kcal_mol": 7.9, "gap_ev": 9.8017, "species": ["C", "C", "N", "C", "C", "N", "C", "H", "H", "H", "H", "H", "H", "H", "H"], "coordinates": [[-0.399, 0.544, 1.743], [0.677, 0.905, 0.704], [0.499, 0.096, -0.489], [-0.607, 0.208, -1.303], [-0.735, -1.001, -1.924], [0.252, -1.866, -1.512], [0.946, -1.184, -0.634], [-0.943, 1.422, 2.103], [-1.154, -0.102, 1.272], [0.024, 0.005, 2.593], [1.691, 0.737, 1.081], [0.618, 1.959, 0.420], [-1.178, 1.126, -1.343], [-1.487, -1.299, -2.642], [1.796, -1.551, -0.070]]}



(8)
{"formula": "C5H8N2", "method": "wB97M-V/def2-TZVPD", "relative_energy_kcal_mol": 124.8, "gap_ev": [7.1683, 8.2496], "species": ["C", "C", "C", "C", "C", "N", "N", "H", "H", "H", "H", "H", "H", "H", "H"], "coordinates": [[1.416, -0.193, -0.023], [1.152, 0.982, 0.603], [0.549, -1.349, -0.303], [-1.313, 0.792, 0.177], [-0.152, 1.484, 0.868], [-0.427, -0.899, -1.340], [-1.512, -0.227, -0.932], [2.383, -0.294, -0.361], [2.043, 1.486, 0.799], [0.881, -2.254, -0.877], [0.077, -1.634, 0.683], [-1.855, 0.246, 1.023], [-2.195, 1.432, -0.085], [-0.428, 2.087, 1.727], [-0.619, -1.658, -1.957]]}



(9)
{"formula": "C5H8N2", "method": "wB97M-V/def2-TZVPD", "relative_energy_kcal_mol": 16.1, "gap_ev": 9.4838, "species": ["N", "C", "C", "C", "N", "C", "C", "H", "H", "H", "H", "H", "H", "H", "H"], "coordinates": [[-1.212, 0.644, 0.618], [-0.887, 1.299, 1.755], [0.997, 0.910, 0.705], [-0.006, 0.337, -0.042], [0.475, 1.395, 1.840], [-0.200, -1.882, -1.260], [0.077, -0.331, -1.383], [-1.547, 1.565, 2.526], [2.037, 0.866, 0.263], [0.905, 1.943, 2.520], [-0.170, -2.394, -2.231], [-1.203, -1.964, -0.732], [0.549, -2.240, -0.504], [0.932, -0.175, -2.083], [-0.746, 0.027, -1.992]]}



(10)
{"formula": "C5H8N2", "method": "wB97M-V/def2-TZVPD", "relative_energy_kcal_mol": 50.8, "gap_ev": 9.6035, "species": ["C", "N", "C", "C", "C", "C", "N", "H", "H", "H", "H", "H", "H", "H", "H"], "coordinates": [[0.540, 0.481, 2.258], [-0.086, 0.024, 1.077], [0.576, -0.298, -0.024], [-0.357, -0.644, -0.939], [0.224, -0.095, -2.218], [-1.606, -0.438, -0.312], [-1.406, -0.069, 0.945], [1.137, -0.336, 2.651], [-0.144, 0.825, 3.027], [1.203, 1.311, 2.018], [1.657, -0.320, -0.083], [-0.406, -0.623, -2.884], [1.279, -0.221, -2.523], [0.003, 0.977, -2.311], [-2.616, -0.573, -0.680]]}



(11)
{"formula": "C5H8N2", "method": "wB97M-V/def2-TZVPD", "relative_energy_kcal_mol": 79.2, "gap_ev": 10.5317, "species": ["C", "C", "C", "C", "N", "C", "N", "H", "H", "H", "H", "H", "H", "H", "H"], "coordinates": [[-0.042, -1.064, 1.027], [0.145, 0.211, 0.224], [0.419, 0.069, -1.300], [0.254, -1.186, -1.973], [-0.244, -1.982, -2.660], [-0.602, 1.423, 0.641], [0.834, 1.335, 0.881], [-0.774, -1.712, 0.540], [0.896, -1.624, 1.130], [-0.413, -0.841, 2.036], [1.237, 0.731, -1.626], [-0.545, 0.022, -2.144], [-1.299, 1.337, 1.473], [-0.881, 2.150, -0.117], [1.014, 1.132, 1.867]]}



(12)
{"formula": "C5H8N2", "method": "wB97M-V/def2-TZVPD", "relative_energy_kcal_mol": 69.0, "gap_ev": 10.5438, "species": ["C", "C", "C", "C", "N", "C", "N", "H", "H", "H", "H", "H", "H", "H", "H"], "coordinates": [[-0.005, -0.736, -0.877], [0.462, 0.176, 0.235], [-0.575, 1.257, -0.031], [-1.291, 0.204, -0.818], [-2.445, -0.069, -1.247], [0.862, -0.297, 1.562], [1.791, 0.445, 0.689], [0.549, -0.624, -1.823], [-0.006, -1.826, -0.653], [-2.065, -0.963, -1.549], [-0.177, 2.028, -0.696], [-1.073, 1.713, 0.827], [1.023, -1.363, 1.709], [0.514, 0.249, 2.434], [2.435, -0.195, 0.236]]}



(13)
{"formula": "C5H8N2", "method": "wB97M-V/def2-TZVPD", "relative_energy_kcal_mol": 118.3, "gap_ev": [8.5389, 7.9694], "species": ["C", "C", "C", "N", "C", "C", "N", "H", "H", "H", "H", "H", "H", "H", "H"], "coordinates": [[-0.827, 1.173, -0.319], [-0.471, -0.161, -0.222], [-1.359, -1.179, 0.464], [0.560, -0.706, -1.116], [1.163, -0.409, 0.151], [1.795, 0.886, 0.381], [3.004, 0.738, 0.374], [1.151, 1.790, 0.294], [-1.667, 1.537, 0.266], [-0.517, 1.789, -1.160], [-2.170, -1.475, -0.212], [-0.806, -2.083, 0.727], [-1.799, -0.763, 1.375], [0.790, 0.005, -1.811], [1.443, -1.267, 0.751]]}



(14)
{"formula": "C5H8N2", "method": "wB97M-V/def2-TZVPD", "relative_energy_kcal_mol": 37.2, "gap_ev": 9.6980, "species": ["C", "N", "C", "C", "C", "C", "N", "H", "H", "H", "H", "H", "H", "H", "H"], "coordinates": [[2.014, 1.066, -0.524], [1.313, -0.121, -0.037], [0.256, 0.096, 0.791], [-0.765, -0.752, 0.462], [-2.154, -0.156, 0.577], [-0.190, -1.538, -0.577], [1.029, -1.131, -0.898], [1.402, 1.565, -1.290], [3.002, 0.865, -0.945], [2.108, 1.758, 0.316], [0.280, 0.882, 1.537], [-2.935, -0.674, 0.018], [-2.023, 0.821, 0.105], [-2.540, 0.047, 1.581], [-0.614, -2.410, -1.064]]}



(15)
{"formula": "C5H8N2", "method": "wB97M-V/def2-TZVPD", "relative_energy_kcal_mol": 28.8, "gap_ev": 11.2931, "species": ["N", "C", "C", "N", "C", "C", "C", "H", "H", "H", "H", "H", "H", "H", "H"], "coordinates": [[1.923, -0.728, -0.061], [0.821, 0.102, 0.402], [1.194, 1.532, 0.572], [1.520, 2.635, 0.701], [-0.369, -0.020, -0.526], [-1.730, 0.375, -0.037], [-1.396, -1.076, -0.254], [2.715, -0.660, 0.573], [2.247, -0.400, -0.966], [0.524, -0.263, 1.393], [-0.138, 0.198, -1.567], [-1.819, 0.735, 0.985], [-2.400, 0.862, -0.739], [-1.844, -1.589, -1.100], [-1.247, -1.703, 0.623]]}



(16)
{"formula": "C5H8N2", "method": "wB97M-V/def2-TZVPD", "relative_energy_kcal_mol": 53.4, "gap_ev": 8.9232, "species": ["C", "C", "C", "C", "N", "C", "N", "H", "H", "H", "H", "H", "H", "H", "H"], "coordinates": [[-1.968, 0.569, 1.249], [-0.867, 0.003, 0.368], [0.290, 0.719, 0.107], [1.215, -0.110, -0.558], [2.512, 0.093, -1.109], [0.785, -1.379, -0.791], [-0.828, -1.231, -0.174], [-1.645, 0.586, 2.299], [-2.149, 1.614, 0.964], [-2.927, 0.039, 1.202], [0.437, 1.747, 0.396], [2.571, 0.809, -1.815], [3.263, 0.130, -0.436], [0.993, -1.791, -1.790], [-1.669, -1.780, 0.115]]}



F_max
In order: 4.37; 3.77; 3.73; 3.52; 5.28; 5.94; 0.35; 3.18; 4.18; 2.73; 4.22; 2.54; 1.65; 0.86; 1.06; 4.26
Unit: eV/Å
Electronic energy
In order: -249.68714; -249.61707; -249.59379; -249.70383; -249.68835; -249.51436; -304.82297; -304.63663; -304.80983; -304.75447; -304.70926; -304.72555; -304.64695; -304.77621; -304.78954; -304.75044
Unit: Eh